1.
Below is one molecule with the formula C6H12BN in a non-equilibrium geometry, with properties calculated with the ωB97M-V functional and the def2-TZVPD basis.

Properties
**HOMO energy**: -7.49 eV
**LUMO energy**: 0.582 eV
**HOMO-LUMO gap**: 8.07 eV

Each line ends with the Löwdin charge.
Element x y z (Å)
B  -0.07044  -0.43296  0.06330  -0.176
C  1.02110  -1.46789  0.04541  -0.057
C  2.31843  -1.17717  0.02099  -0.089
C  1.65582  1.17530  -0.16366  -0.097
C  2.82102  0.28174  0.16218  -0.295
C  -1.86713  1.22889  -0.01617  -0.047
C  -2.44511  -1.11915  -0.04874  -0.046
N  -1.36186  -0.13523  -0.23568  -0.144
H  0.76847  -2.44334  -0.21167  0.057
H  3.16881  -1.88902  0.01357  0.111
H  1.82552  1.29469  -1.23539  0.048
H  1.66022  2.08298  0.39879  0.023
H  3.41266  0.47875  1.05701  0.104
H  3.51580  0.42483  -0.63880  0.082
H  -2.81121  1.25551  -0.55797  0.082
H  -2.15831  1.31823  1.02111  0.088
H  -1.04179  1.84260  -0.34036  0.075
H  -3.18366  -0.86542  -0.80628  0.088
H  -1.86887  -2.04204  -0.28797  0.096
H  -2.77542  -1.17677  0.99325  0.096

***

2.
Below is a 2-piece molecular cluster, C2H5N3O overall in a non-equilibrium geometry, with properties calculated with the ωB97M-V functional and the def2-TZVPD basis.

Properties
**HOMO energy**: -9.82 eV
**LUMO energy**: 1.095 eV
**HOMO-LUMO gap**: 10.91 eV

Each line ends with the Löwdin charge.
Element x y z (Å)
C  -1.01382  0.60211  0.05722  -0.316
C  -1.40207  -0.82105  -0.14947  -0.094
N  3.41999  -0.90936  0.37672  0.222
N  2.80067  -0.13583  -0.11713  -0.325
N  0.06626  0.89773  0.62193  0.064
O  2.17140  0.66739  -0.64556  0.069
H  -1.75281  1.32688  -0.31680  0.108
H  -2.21023  -1.07181  0.53804  0.074
H  -0.55852  -1.47709  0.05509  0.071
H  -1.76071  -0.97458  -1.16373  0.069
H  0.23984  1.89562  0.74369  0.058

***

3.
Below is a 6-piece molecular cluster, C54H114N6O6 overall in a non-equilibrium geometry, with properties calculated with the ωB97M-V functional and the def2-TZVPD basis.

Properties
**HOMO energy**: -7.94 eV
**LUMO energy**: 0.411 eV
**HOMO-LUMO gap**: 8.35 eV

Each line ends with the Löwdin charge.
Element x y z (Å)
C  -2.18500  2.28544  -7.01617  -0.014
C  -3.40190  2.46511  -6.07968  -0.505
C  -4.72488  2.10093  -6.73904  -0.133
C  -4.94676  0.58630  -6.81006  -0.164
C  -5.05808  0.10988  -5.36028  -0.140
C  -3.67832  0.24463  -4.72201  -0.512
N  -3.19482  1.63290  -4.88765  -0.116
O  -2.02217  1.88014  -4.17379  -0.007
C  -3.85301  0.00319  -3.22748  -0.041
C  -2.68448  -0.79547  -5.28385  -0.020
C  -3.44288  3.91768  -5.62845  -0.041
H  -2.07145  2.93882  -7.88270  0.070
H  -2.20617  1.26253  -7.39610  0.072
H  -1.28076  2.46326  -6.42979  0.054
H  -5.55736  2.64114  -6.29084  0.120
H  -4.66052  2.44990  -7.77814  0.124
H  -4.14758  0.06401  -7.32730  0.102
H  -5.90594  0.48586  -7.32737  0.113
H  -5.27610  -0.96297  -5.39092  0.118
H  -5.83678  0.64513  -4.82180  0.125
H  -4.51684  -0.84677  -3.00418  0.086
H  -2.92354  -0.26575  -2.72378  0.079
H  -4.38790  0.81391  -2.73189  0.092
H  -2.34598  -0.64871  -6.31116  0.060
H  -1.79648  -0.63848  -4.67354  0.061
H  -3.22257  -1.74391  -5.27061  0.099
H  -3.48932  4.61720  -6.47437  0.083
H  -2.59057  4.27408  -5.04374  0.081
H  -4.31366  4.13316  -5.00116  0.086
H  -1.31013  1.64397  -4.79450  0.057
C  2.01143  -5.78474  -3.55096  -0.049
C  2.07346  -6.41342  -2.14701  -0.515
C  2.65938  -7.80546  -2.34341  -0.145
C  3.22745  -8.35102  -1.03582  -0.181
C  4.03249  -7.31746  -0.25535  -0.135
C  3.30559  -5.98141  0.00884  -0.540
N  2.92188  -5.55067  -1.34493  -0.086
O  2.31019  -4.25879  -1.28887  -0.028
C  2.18130  -6.22478  1.00409  -0.036
C  4.31920  -5.02143  0.55638  -0.042
C  0.60027  -6.55395  -1.68734  -0.023
H  1.72892  -6.45248  -4.35721  0.088
H  3.05369  -5.50454  -3.78701  0.090
H  1.57802  -4.78906  -3.47054  0.059
H  1.85491  -8.48941  -2.63205  0.119
H  3.31973  -7.88033  -3.21200  0.118
H  3.90099  -9.18727  -1.25329  0.112
H  2.42191  -8.75762  -0.41033  0.104
H  4.77828  -7.03522  -1.01522  0.126
H  4.46837  -7.68413  0.67193  0.125
H  1.49753  -5.38622  1.16024  0.088
H  1.63356  -7.16481  0.98986  0.078
H  2.67567  -6.27331  1.98925  0.085
H  4.63293  -5.32804  1.55343  0.089
H  5.21864  -4.92474  -0.05292  0.092
H  3.87336  -4.02510  0.62420  0.084
H  -0.14704  -6.36283  -2.45306  0.081
H  0.42006  -5.86833  -0.85419  0.068
H  0.36410  -7.52690  -1.24139  0.078
H  3.03124  -3.62340  -1.33366  0.098
C  2.92375  7.86357  -2.79494  -0.024
C  4.33807  7.23096  -2.90215  -0.541
C  4.33746  6.25229  -4.05764  -0.143
C  4.34661  6.91150  -5.43063  -0.176
C  5.60791  7.76334  -5.51936  -0.126
C  5.77670  8.78563  -4.37560  -0.525
N  5.36522  8.18503  -3.12514  -0.102
O  5.68945  8.96743  -1.98350  -0.001
C  7.23703  9.20352  -4.33672  -0.042
C  4.94284  10.05464  -4.65299  -0.030
C  4.47698  6.40406  -1.61669  -0.034
H  2.12883  7.22064  -2.42356  0.082
H  2.64412  8.29462  -3.75675  0.065
H  2.96876  8.68445  -2.06513  0.079
H  5.21387  5.59973  -3.97991  0.127
H  3.46173  5.61378  -4.08152  0.118
H  3.46069  7.50523  -5.66868  0.098
H  4.36422  6.16182  -6.22611  0.100
H  5.52203  8.43098  -6.38300  0.116
H  6.48550  7.12026  -5.58694  0.120
H  7.41292  10.03465  -3.65519  0.079
H  7.82718  8.34680  -3.99288  0.092
H  7.65824  9.47780  -5.30531  0.087
H  5.11289  10.77187  -3.84648  0.079
H  5.17758  10.53794  -5.60422  0.084
H  3.86560  9.85795  -4.68475  0.071
H  4.61825  7.06322  -0.75561  0.079
H  5.39636  5.80676  -1.55479  0.088
H  3.61267  5.75294  -1.54664  0.082
H  4.88014  9.47138  -1.79604  0.090
C  2.81013  -2.09120  -7.22439  -0.007
C  1.49700  -1.28015  -7.04861  -0.505
C  0.64258  -2.03947  -6.02451  -0.128
C  1.07938  -1.82905  -4.57538  -0.170
C  1.29410  -0.35449  -4.25707  -0.125
C  2.11204  0.41667  -5.28462  -0.522
N  1.70840  0.09148  -6.61696  -0.122
O  2.30554  0.89618  -7.60413  0.001
C  1.68995  1.89888  -5.10714  -0.021
C  3.61258  0.34643  -4.92850  -0.014
C  0.60420  -1.22185  -8.29075  -0.019
H  3.58501  -1.60216  -7.81244  0.072
H  2.51017  -3.00685  -7.74494  0.087
H  3.15239  -2.40003  -6.23743  0.072
H  -0.39847  -1.73483  -6.02241  0.083
H  0.70661  -3.08997  -6.30964  0.126
H  1.85096  -2.52916  -4.23418  0.096
H  0.26412  -2.13251  -3.90217  0.112
H  1.72767  -0.21380  -3.26952  0.123
H  0.29861  0.10326  -4.23191  0.099
H  0.73296  2.01732  -5.60478  0.065
H  1.68676  2.16481  -4.04659  0.097
H  2.45658  2.52970  -5.53738  0.067
H  4.13283  -0.52423  -5.33298  0.073
H  4.07999  1.20328  -5.42915  0.075
H  3.79726  0.44939  -3.86392  0.086
H  1.11585  -0.77917  -9.15706  0.058
H  -0.19798  -0.56220  -7.97216  0.082
H  0.39411  -2.21331  -8.69836  0.096
H  3.25442  0.68336  -7.54546  0.097
C  4.89547  -2.65830  -12.45562  -0.040
C  4.12781  -1.32844  -12.50998  -0.520
C  4.66399  -0.64294  -13.76521  -0.143
C  3.68883  0.39719  -14.33663  -0.171
C  2.31970  -0.22412  -14.49412  -0.159
C  1.73427  -0.68712  -13.17852  -0.512
N  2.71166  -1.53564  -12.49950  -0.130
O  2.25206  -2.32717  -11.45051  0.006
C  1.36823  0.52771  -12.28384  -0.018
C  0.50443  -1.54364  -13.45920  -0.034
C  4.63447  -0.49149  -11.31876  -0.037
H  4.98404  -3.10719  -11.46283  0.080
H  5.92439  -2.44395  -12.75181  0.081
H  4.44954  -3.39326  -13.12489  0.091
H  5.55828  -0.03997  -13.56486  0.120
H  5.01889  -1.29664  -14.56727  0.119
H  4.01835  0.81077  -15.29165  0.114
H  3.63705  1.24350  -13.64286  0.107
H  2.21244  -0.94537  -15.31196  0.125
H  1.65449  0.54842  -14.91596  0.121
H  0.58931  0.22282  -11.57999  0.076
H  2.17186  1.02561  -11.74261  0.067
H  0.95528  1.31182  -12.93026  0.082
H  0.84060  -2.36953  -14.09514  0.090
H  0.01012  -2.03156  -12.62192  0.078
H  -0.23176  -0.98123  -14.04098  0.090
H  5.67669  -0.67604  -11.03806  0.085
H  4.14988  -0.87948  -10.40661  0.069
H  4.47224  0.58281  -11.40169  0.073
H  2.00094  -1.70108  -10.74774  0.070
C  -0.77724  7.09998  -8.13242  -0.032
C  0.06272  5.90581  -8.54879  -0.510
C  -0.63235  5.19822  -9.69989  -0.148
C  0.25986  4.27908  -10.53790  -0.171
C  1.49380  5.05540  -10.98979  -0.141
C  2.29847  5.69104  -9.87098  -0.535
N  1.34297  6.44432  -9.05737  -0.073
O  1.99961  7.25177  -8.03486  -0.031
C  3.03346  4.62963  -9.06109  -0.014
C  3.25647  6.67653  -10.48293  -0.041
C  0.13964  4.89189  -7.41205  -0.034
H  -1.23490  7.69524  -8.92915  0.087
H  -0.29293  7.71669  -7.38403  0.080
H  -1.71406  6.66991  -7.74282  0.083
H  -1.44906  4.57494  -9.30892  0.108
H  -1.16471  5.87496  -10.38201  0.122
H  -0.27966  3.83071  -11.36608  0.112
H  0.59253  3.50788  -9.82547  0.103
H  1.03171  5.82944  -11.61467  0.125
H  2.10685  4.35980  -11.56588  0.120
H  2.39055  4.12995  -8.32674  0.059
H  3.37836  3.76607  -9.64008  0.086
H  3.81221  4.99138  -8.38400  0.076
H  4.03918  6.18527  -11.06918  0.092
H  2.73968  7.37089  -11.14854  0.088
H  3.80804  7.26209  -9.74395  0.079
H  0.42681  3.91133  -7.79948  0.064
H  -0.85607  4.74148  -6.99572  0.059
H  0.82649  5.16178  -6.60814  0.093
H  1.89448  8.10283  -8.47312  0.100

***

4.
Below is C5H11NO2 as an isolated structure in a non-equilibrium geometry, with properties calculated with the ωB97M-V functional and the def2-TZVPD basis.

Properties
**HOMO energy**: -9.44 eV
**LUMO energy**: 0.438 eV
**HOMO-LUMO gap**: 9.87 eV

Each line ends with the Löwdin charge.
Element x y z (Å)
C  -0.19940  1.37437  -1.19727  -0.175
C  0.95050  0.66634  -1.90234  -0.275
O  2.12334  0.61225  -1.11288  -0.072
C  -0.86222  0.47014  -0.13548  -0.210
N  0.05120  0.40490  1.05864  -0.039
C  0.37360  -0.96589  1.46463  -0.134
C  -0.71869  -1.81409  1.68584  -0.408
O  -1.90070  -1.43412  1.68331  -0.011
H  0.18066  2.28390  -0.72940  0.116
H  -1.00697  1.59213  -1.90791  0.113
H  1.24212  1.18385  -2.81728  0.114
H  0.62088  -0.34337  -2.19472  0.112
H  1.94121  0.30562  -0.22093  0.049
H  -1.07295  -0.49380  -0.60335  0.107
H  -1.79435  0.91444  0.19697  0.115
H  -0.54134  0.63942  1.85746  0.113
H  1.20203  -0.92676  2.15671  0.143
H  -0.09566  -1.70636  0.52071  0.200
H  -0.49326  -2.76296  2.19729  0.140